C37H56BrN8OY as an isolated structure in a non-equilibrium geometry. Source: the Open Molecules 2025 dataset; level of theory: ωB97M-V with the def2-TZVPD basis set.

```
104
Properties=species:S:1:pos:R:3:forces:R:3
Y 0.445 0.238 -0.724 1.01 1.00 -1.06
C -1.347 1.222 -5.273 -0.07 -0.07 -0.05
N -0.603 1.492 -4.046 -0.12 0.05 0.02
C -1.415 1.874 -2.906 0.24 0.00 -0.06
C 0.714 1.213 -3.924 0.09 -0.18 -0.17
N 1.216 0.919 -2.724 0.16 0.28 -1.44
C 2.621 1.162 -2.528 -0.01 0.23 -0.20
C 3.122 2.378 -2.944 -0.14 -0.10 0.15
C 4.490 2.674 -2.902 0.12 0.00 0.00
C 5.365 1.756 -2.400 -0.03 0.11 -0.03
C 4.898 0.537 -1.861 -0.13 0.08 0.04
C 5.824 -0.336 -1.247 0.05 -0.10 0.05
C 5.408 -1.483 -0.639 0.09 0.08 -0.02
C 4.047 -1.814 -0.658 -0.15 0.15 -0.05
C 3.115 -1.031 -1.303 0.25 -0.36 0.04
N 1.751 -1.429 -1.240 1.07 -1.35 -0.31
C 1.404 -2.709 -1.357 -0.11 0.18 -0.09
N 0.251 -3.076 -0.689 0.18 -0.31 -0.12
C 0.298 -3.144 0.773 -0.07 0.06 0.04
C -0.667 -4.036 -1.298 -0.12 0.06 0.06
N 2.021 -3.597 -2.145 -0.07 0.04 -0.05
C 2.868 -3.210 -3.261 0.05 0.03 0.01
C 2.033 -5.025 -1.851 0.06 -0.09 0.04
C 3.505 0.212 -1.907 -0.09 -0.11 0.05
N 1.415 1.194 -5.092 0.06 0.08 0.19
C 2.556 0.325 -5.303 0.06 -0.02 0.04
C 1.295 2.279 -6.057 0.04 0.05 -0.07
H -2.211 0.597 -5.042 0.01 0.01 0.04
H -0.721 0.695 -5.985 -0.03 -0.01 0.02
H -1.707 2.147 -5.729 0.01 -0.01 0.00
H -2.309 2.374 -3.273 -0.06 -0.04 0.04
H -0.879 2.571 -2.268 0.04 -0.04 0.02
H -1.751 1.002 -2.321 -0.08 0.01 0.00
H 2.433 3.121 -3.328 -0.03 -0.03 -0.05
H 4.841 3.627 -3.274 0.01 0.00 0.02
H 6.427 1.963 -2.375 -0.01 -0.01 0.02
H 6.870 -0.059 -1.244 -0.01 0.02 0.00
H 6.110 -2.128 -0.129 0.01 0.00 -0.02
H 3.708 -2.704 -0.140 0.00 -0.02 -0.03
H 1.004 -2.413 1.163 -0.04 -0.01 -0.02
H 0.610 -4.142 1.102 0.00 0.00 -0.02
H -0.690 -2.941 1.181 0.01 0.05 0.01
H -0.549 -4.032 -2.380 0.00 -0.02 0.02
H -1.685 -3.727 -1.059 -0.01 0.00 0.00
H -0.536 -5.054 -0.924 0.00 0.03 -0.02
H 2.589 -2.221 -3.608 0.00 0.03 0.01
H 2.717 -3.924 -4.071 -0.03 0.00 0.01
H 3.925 -3.206 -2.987 0.00 0.00 0.01
H 1.504 -5.240 -0.929 0.08 0.02 -0.01
H 3.070 -5.347 -1.730 -0.01 0.02 -0.02
H 1.588 -5.592 -2.668 -0.02 -0.01 0.02
H 2.522 -0.506 -4.607 0.01 0.02 0.00
H 3.511 0.845 -5.189 -0.02 0.03 0.04
H 2.501 -0.073 -6.318 -0.01 0.00 0.01
H 0.502 2.965 -5.773 0.03 -0.02 -0.01
H 1.094 1.893 -7.058 -0.03 0.00 0.01
H 2.237 2.836 -6.089 -0.01 -0.02 0.01
C -0.630 -0.321 6.792 -0.07 -0.01 -0.08
C -1.679 0.498 6.022 0.00 0.02 0.09
C -3.067 0.095 6.527 0.07 0.01 -0.04
C -1.458 1.994 6.292 -0.03 -0.06 0.03
C -1.534 0.252 4.523 0.01 0.03 -0.06
C -0.283 0.343 3.928 0.17 0.04 -0.01
C -0.171 0.140 2.571 0.20 0.00 -0.40
Br 1.644 0.282 1.807 -0.27 -0.15 0.78
C -1.232 -0.172 1.708 -0.55 0.03 0.73
O -1.031 -0.373 0.404 -1.97 -0.80 1.46
C -2.511 -0.268 2.319 0.20 -0.04 -0.30
C -2.611 -0.045 3.688 0.00 0.09 0.17
C -3.746 -0.695 1.512 -0.02 -0.09 -0.07
C -4.995 -0.792 2.391 0.04 -0.05 -0.08
C -4.074 0.288 0.375 0.04 -0.10 0.12
C -3.491 -2.098 0.927 -0.05 0.15 0.03
H -0.814 -0.247 7.864 0.02 0.03 0.00
H 0.385 0.033 6.609 0.01 -0.02 -0.01
H -0.685 -1.375 6.512 0.02 0.00 0.03
H -3.102 0.185 7.613 0.01 0.03 0.00
H -3.286 -0.944 6.273 -0.06 0.01 0.03
H -3.851 0.737 6.122 -0.02 -0.04 -0.02
H -1.557 2.204 7.358 0.02 0.02 -0.01
H -2.197 2.600 5.760 -0.01 0.00 0.01
H -0.461 2.307 5.975 0.01 0.01 0.02
H 0.608 0.553 4.505 -0.04 0.04 0.04
H -3.589 -0.114 4.138 0.09 -0.03 -0.01
H -5.252 0.167 2.845 -0.02 -0.03 0.03
H -4.873 -1.542 3.174 -0.06 0.03 0.04
H -5.837 -1.098 1.769 -0.01 0.00 0.02
H -4.488 1.214 0.777 0.01 0.02 -0.01
H -4.834 -0.154 -0.272 -0.01 0.04 0.00
H -3.202 0.516 -0.232 0.09 0.04 -0.07
H -3.282 -2.809 1.729 0.02 -0.02 -0.03
H -2.654 -2.079 0.234 0.04 -0.05 -0.04
H -4.379 -2.441 0.392 0.01 -0.01 0.01
C -2.662 3.454 1.918 -0.16 -0.04 0.05
N -1.234 3.677 1.673 -0.05 0.10 0.14
C -0.506 4.484 2.656 0.15 0.02 0.12
C -0.610 2.978 0.785 0.03 -0.02 -0.18
N -0.073 2.370 -0.051 -0.18 1.08 0.55
H -3.176 4.415 1.938 0.06 0.01 0.00
H -2.799 2.945 2.874 0.03 -0.02 -0.03
H -3.084 2.843 1.127 0.04 -0.02 -0.02
H -1.049 5.415 2.812 0.00 0.00 -0.06
H 0.492 4.711 2.291 -0.01 -0.02 -0.03
H -0.437 3.950 3.605 -0.01 -0.03 -0.03
```
Positions in Å, forces in eV/Å.

## Properties
strongest force on any atom: 0.05024 hartree/bohr
molecular weight: 797.720 g mol⁻¹
total charge: +2
LUMO energy: -4.49 eV
Kohn-Sham gap: 0.2954 Ha
highest occupied orbital energy: -12.529 eV
electronic energy: -124322.972 eV

Atom charges from the Löwdin analysis, given in e for atoms 1 to 4: Y 1.295; C -0.026; N -0.131; C -0.047